Record 1
DFT (the ωB97M-V functional and the def2-TZVPD basis) results for a structure of composition C5H5F2N3.

The HOMO-LUMO gap is 0.3499 Ha. For the LUMO energy, the calculation gives -0.56 eV. Its charge is 0.

Geometry as XYZ:
```
15
C5H5F2N3, DFT the ωB97M-V functional and the def2-TZVPD basis
F 4.071 -1.834 -0.582
F 2.323 2.045 0.371
N 2.006 -0.230 0.421
N -1.412 -1.092 0.878
N 2.863 0.538 0.509
C -2.069 -0.173 0.122
C 0.676 -0.170 0.272
C -0.046 0.849 -0.406
C -1.431 0.840 -0.460
C -0.089 -1.128 0.971
H -1.899 1.732 -0.782
H 0.531 -1.792 1.774
H 4.938 -1.571 -0.273
H -3.120 -0.363 0.065
H 0.584 1.693 -0.790
```

Record 2
DFT (the ωB97M-V functional and the def2-TZVPD basis) results for a structure of composition C30H38N6O2Ru.

The HOMO-LUMO gap (spin up / spin down) is 0.2745 / 0.2379 Ha. For the LUMO energy (spin up / spin down), the calculation gives -8.63 / -9.68 eV. Its charge is +3. As for the spin multiplicity: 6.

Geometry as XYZ:
```
77
C30H38N6O2Ru, DFT the ωB97M-V functional and the def2-TZVPD basis
Ru 0.112 -0.954 -0.313
O -0.998 -1.952 -1.789
O 1.514 -0.699 -1.934
N 0.651 -2.308 1.216
N 1.013 0.961 0.328
N -1.682 0.390 -0.497
N -0.678 -4.230 -4.961
N 0.712 -4.333 2.590
N 2.255 -2.002 -4.173
C -2.248 0.653 -1.609
C 1.098 -6.859 4.065
C 0.383 1.567 1.528
C 3.511 -0.221 -3.112
C 5.051 1.523 -2.352
C 2.180 1.391 0.015
C -1.992 1.231 0.678
C 4.692 0.538 -3.245
C 0.902 -2.712 -6.156
C -2.127 -0.122 -2.830
C -2.656 -0.252 -5.224
C -0.109 -3.851 -6.273
C 2.987 1.012 -1.113
C 4.179 1.723 -1.289
C 0.652 -3.300 1.841
C -2.065 -1.493 -5.246
C -0.996 0.996 1.797
C 0.938 -6.763 2.538
C 1.553 -4.364 3.831
C 3.279 -1.211 -4.103
C -1.528 -1.399 -2.849
C -2.682 0.404 -3.990
C -1.154 -3.467 -4.022
C 6.296 2.357 -2.514
C 2.616 0.006 -2.032
C 0.027 -5.604 2.174
C -1.533 -2.096 -4.083
C 2.066 -3.037 -5.194
C -3.295 0.363 -6.442
C 1.052 -5.474 4.739
H 2.591 -4.528 3.542
H 0.377 -4.746 -6.655
H -2.013 2.285 0.392
H 2.033 -7.364 4.299
H 1.286 -2.519 -7.157
H -0.930 -0.081 2.006
H 1.674 -5.460 5.633
H -3.139 -0.250 -7.328
H 6.893 2.356 -1.602
H -4.371 0.471 -6.296
H 1.557 -1.879 -3.436
H 6.918 1.992 -3.329
H 1.887 -3.974 -4.668
H 3.003 -3.147 -5.736
H 0.313 2.646 1.383
H -2.896 1.358 -6.639
H -0.176 -5.549 1.107
H 4.435 2.479 -0.553
H -0.617 -5.216 -4.736
H 1.022 1.393 2.396
H -3.168 1.374 -3.934
H 0.038 -5.237 5.066
H 5.343 0.330 -4.089
H 2.621 2.162 0.653
H -2.901 1.527 -1.668
H -1.291 -3.958 -3.063
H 0.517 -7.682 2.131
H -0.922 -5.668 2.706
H -2.990 0.967 1.029
H 6.034 3.393 -2.730
H 4.031 -1.335 -4.879
H 1.906 -6.615 2.055
H 1.482 -3.395 4.320
H -0.901 -3.603 -6.977
H -1.378 1.451 2.710
H 0.414 -1.796 -5.829
H -2.077 -2.045 -6.178
H 0.301 -7.478 4.476
```

Record 3
DFT (the ωB97M-V functional and the def2-TZVPD basis) results for the molecule C5H11NO2.

The HOMO-LUMO gap is 0.3586 Ha. For the LUMO energy, the calculation gives 0.82 eV. The structure (SMILES) is CCN[C@H](C=O)CO. Its charge is 0.

Geometry as XYZ:
```
19
C5H11NO2, DFT the ωB97M-V functional and the def2-TZVPD basis
O -0.662 -0.970 -1.533
O 0.383 -2.488 1.017
N -0.195 0.891 0.477
C 0.750 -1.173 1.412
C -0.048 2.001 -0.448
C -1.187 2.987 -0.288
C 0.743 -0.183 0.225
C 0.432 -0.950 -1.050
H -0.001 1.694 -1.500
H -1.085 3.798 -1.003
H -2.155 2.496 -0.465
H -1.140 0.536 0.449
H 0.095 -0.776 2.194
H 1.715 0.294 0.179
H 1.733 -1.227 1.888
H -0.433 -2.764 1.458
H 0.905 2.480 -0.219
H 1.274 -1.512 -1.507
H -1.194 3.452 0.703
```